# 1
C4H7NO | wB97M-V/def2-TZVPD

The calculation puts the highest occupied orbital energy at -8.80 eV. As for the total energy: -7793.544 eV. The calculation puts the relative energy (zero: lowest compared OMol25 entry of this formula, charge and spin) at 140.7 kcal/mol. As for the HOMO-LUMO gap: 8.69 eV. The calculation puts the LUMO energy at -0.12 eV.

Positions of all 13 atoms, in Å:
O: 2.135 -0.760 0.131
N: 1.468 0.459 0.039
C: 0.212 0.308 -0.143
C: -0.520 -1.015 -0.255
C: -0.642 1.538 -0.272
C: -1.401 -1.489 0.810
H: 3.063 -0.496 0.175
H: -1.015 -1.027 1.746
H: -0.033 2.442 -0.342
H: -1.315 1.625 0.591
H: 0.192 -1.854 -0.035
H: -1.268 1.445 -1.164
H: -0.876 -1.177 -1.281

# 2
C4H9NO | wB97M-V/def2-TZVPD

The calculation puts the highest occupied orbital energy at -9.85 eV. As for the total energy: -7829.803 eV. As for the SMILES: C=CC.NC=O. The calculation puts the relative energy (zero: lowest compared OMol25 entry of this formula, charge and spin) at 58.0 kcal/mol. As for the HOMO-LUMO gap: 10.55 eV. The calculation puts the LUMO energy at 0.70 eV.

Positions of all 15 atoms, in Å:
O: 5.037 0.153 -0.228
N: 4.048 -1.270 -1.651
C: -2.463 0.597 -0.156
C: 4.159 -0.088 -1.061
C: -3.079 0.089 1.136
C: -2.996 0.429 2.418
H: 4.680 -1.936 -1.476
H: 3.703 -1.217 -2.680
H: 3.571 0.646 -1.558
H: -3.209 0.465 -0.996
H: -3.469 -0.217 3.093
H: -2.353 1.687 -0.059
H: -1.564 0.196 -0.457
H: -2.760 1.469 2.803
H: -3.305 -1.003 0.871

# 3
FeI | wB97M-V/def2-TZVPD

The calculation puts the highest occupied orbital energy (spin up / spin down) at -23.49 / -23.99 eV. The multiplicity is 6. As for the total energy: -42462.425 eV. As for the expectation value of S²: 8.7741. The calculation puts the relative energy (zero: lowest compared OMol25 entry of this formula, charge and spin) at 20.6 kcal/mol. Its net charge is +2. As for the HOMO-LUMO gap (spin up / spin down): 11.11 / 8.93 eV. The calculation puts the LUMO energy (spin up / spin down) at -12.37 / -15.06 eV.

Positions of all 2 atoms, in Å:
I: 0.262 -0.316 0.959
Fe: -0.262 0.316 -0.959

# 4
C27H41Cl3LuN3O3Si | wB97M-V/def2-TZVPD

The calculation puts the highest occupied orbital energy at -6.04 eV. As for the total energy: -118348.792 eV. The calculation puts the relative energy (zero: lowest compared OMol25 entry of this formula, charge and spin) at 55.3 kcal/mol. As for the HOMO-LUMO gap: 5.33 eV. The calculation puts the LUMO energy at -0.71 eV.

Positions of all 79 atoms, in Å:
Lu: 0.573 -0.315 1.344
Cl: -1.234 -2.127 1.066
Cl: -1.429 1.079 2.060
Cl: 1.805 0.445 3.412
Si: -1.651 0.899 4.203
O: 1.262 1.662 0.445
O: 1.214 -0.808 -0.749
O: -1.640 1.227 -0.427
N: 0.536 3.394 -0.855
N: 1.754 -2.055 -2.585
N: 1.666 -2.088 1.811
C: 5.808 -3.982 3.284
C: -3.235 2.418 -2.647
C: 3.190 -4.973 3.028
C: -2.296 0.517 -1.348
C: -0.411 -0.416 -5.109
C: 4.806 -3.148 2.792
C: 2.495 -2.834 2.170
C: -1.303 -0.887 4.638
C: -0.512 2.122 5.039
C: 3.504 -3.660 2.653
C: 1.021 -1.791 -1.504
C: -1.945 -0.996 -3.333
C: 1.303 2.315 -0.623
C: 0.114 0.610 -4.320
C: 5.504 -5.300 3.643
C: -4.287 1.769 -0.437
C: 1.425 -3.117 -3.533
C: -1.433 -1.228 -4.609
C: -3.358 1.595 -1.594
C: 0.585 4.132 -2.114
C: 2.918 -1.235 -2.915
C: -3.380 1.348 4.727
C: -0.411 3.869 0.149
C: -1.490 0.091 -2.592
C: -0.421 0.853 -3.056
C: 4.199 -5.792 3.523
C: -4.066 3.631 -2.844
H: 6.816 -3.584 3.389
H: 0.483 5.203 -1.905
H: 6.290 -5.944 4.029
H: -4.341 4.097 -1.888
H: -0.048 1.658 -2.417
H: 1.988 2.061 -1.454
H: -4.733 0.801 -0.182
H: 3.952 -6.808 3.817
H: 2.242 -3.846 -3.592
H: -4.154 0.849 4.136
H: -0.529 -1.379 4.038
H: -4.984 3.388 -3.397
H: 3.218 -0.663 -2.035
H: -0.014 -0.593 -6.115
H: -2.730 -1.620 -2.894
H: 0.937 1.232 -4.685
H: -3.736 2.111 0.450
H: -0.031 3.636 1.149
H: -0.237 3.834 -2.783
H: -0.982 -0.932 5.689
H: -2.218 -1.487 4.547
H: -1.835 -2.050 -5.210
H: -3.539 2.433 4.685
H: 0.509 -3.623 -3.215
H: 4.997 -2.104 2.526
H: -2.493 2.208 -3.427
H: 2.155 -5.313 2.932
H: 0.209 -2.507 -1.289
H: -3.500 4.353 -3.442
H: -1.082 2.772 5.717
H: -5.074 2.474 -0.684
H: -1.384 3.375 0.008
H: 1.273 -2.709 -4.540
H: 1.538 3.938 -2.620
H: 2.682 -0.551 -3.745
H: 0.027 2.762 4.333
H: -3.520 1.048 5.776
H: -0.530 4.949 0.019
H: 3.730 -1.899 -3.240
H: -2.768 -0.395 -0.919
H: 0.234 1.601 5.648

# 5
H22O11 | wB97M-V/def2-TZVPD

The calculation puts the highest occupied orbital energy at -10.62 eV. As for the total energy: -22879.103 eV. As for the SMILES: O.O.O.O.O.O.O.O.O.O.O. The calculation puts the relative energy (zero: lowest compared OMol25 entry of this formula, charge and spin) at 55.6 kcal/mol. As for the HOMO-LUMO gap: 10.51 eV. The calculation puts the LUMO energy at -0.11 eV.

Positions of all 33 atoms, in Å:
O: 3.377 2.710 0.637
O: 0.412 -4.186 3.481
O: 0.958 2.435 -3.875
O: 3.280 -0.924 -3.356
O: -3.761 3.454 -0.038
O: -0.955 -5.620 -0.219
O: -3.669 1.767 3.522
O: 2.251 -3.727 -0.389
O: -0.393 0.010 0.354
O: -3.034 -1.982 1.991
O: -0.226 5.211 -0.866
H: -1.166 -5.953 0.653
H: 3.015 -0.005 -3.321
H: 2.193 -4.328 -1.132
H: -2.135 -1.670 1.885
H: 0.469 5.662 -0.386
H: -4.083 2.220 2.788
H: -0.151 -5.116 -0.096
H: -2.957 -2.746 2.562
H: -0.057 0.900 0.245
H: 4.131 2.281 0.233
H: 1.298 3.198 -4.342
H: -3.228 1.016 3.124
H: -4.353 3.258 -0.764
H: 0.287 -5.113 3.685
H: 0.338 -0.555 0.105
H: 2.855 -3.044 -0.679
H: 3.458 3.629 0.383
H: 0.973 -4.184 2.706
H: 4.029 -0.936 -3.951
H: -0.689 5.909 -1.330
H: 0.447 2.803 -3.154
H: -2.917 3.625 -0.455

Question: What is the formula in the fourth record?
Answer: C27H41Cl3LuN3O3Si

Repeat the fifth record exactly.
H22O11 | wB97M-V/def2-TZVPD

The calculation puts the highest occupied orbital energy at -10.62 eV. As for the total energy: -22879.103 eV. As for the SMILES: O.O.O.O.O.O.O.O.O.O.O. The calculation puts the relative energy (zero: lowest compared OMol25 entry of this formula, charge and spin) at 55.6 kcal/mol. As for the HOMO-LUMO gap: 10.51 eV. The calculation puts the LUMO energy at -0.11 eV.

Positions of all 33 atoms, in Å:
O: 3.377 2.710 0.637
O: 0.412 -4.186 3.481
O: 0.958 2.435 -3.875
O: 3.280 -0.924 -3.356
O: -3.761 3.454 -0.038
O: -0.955 -5.620 -0.219
O: -3.669 1.767 3.522
O: 2.251 -3.727 -0.389
O: -0.393 0.010 0.354
O: -3.034 -1.982 1.991
O: -0.226 5.211 -0.866
H: -1.166 -5.953 0.653
H: 3.015 -0.005 -3.321
H: 2.193 -4.328 -1.132
H: -2.135 -1.670 1.885
H: 0.469 5.662 -0.386
H: -4.083 2.220 2.788
H: -0.151 -5.116 -0.096
H: -2.957 -2.746 2.562
H: -0.057 0.900 0.245
H: 4.131 2.281 0.233
H: 1.298 3.198 -4.342
H: -3.228 1.016 3.124
H: -4.353 3.258 -0.764
H: 0.287 -5.113 3.685
H: 0.338 -0.555 0.105
H: 2.855 -3.044 -0.679
H: 3.458 3.629 0.383
H: 0.973 -4.184 2.706
H: 4.029 -0.936 -3.951
H: -0.689 5.909 -1.330
H: 0.447 2.803 -3.154
H: -2.917 3.625 -0.455

Question: Look up the relative energy (zero: lowest compared OMol25 entry of this formula, charge and spin) of the fifth one.
Answer: 55.6 kcal/mol